Formula: C5H9NS2
Source: OMol25
Level of theory: wB97M-V/def2-TZVPD

Cartesian coordinates (Å):
C  -1.14603  -0.25922  0.28681
H  3.83494  -0.23800  0.90448
C  3.58788  0.01703  -0.12809
H  4.34526  0.07167  -0.94715
H  -1.69836  -1.78521  -0.91082
S  -0.77454  2.56362  -0.37374
H  -3.29329  0.19153  -0.29292
H  -0.73332  -0.85688  1.08668
C  -0.30500  1.04672  0.23786
N  -0.97517  -1.11269  -0.91932
C  -2.66747  -0.07568  0.60106
C  2.37466  0.50324  -0.46391
H  -2.86520  0.69653  1.37737
S  1.33687  0.81081  0.93919
H  -0.03769  -1.58615  -0.85206
H  2.11109  1.02687  -1.45804
H  -3.09462  -1.01419  0.91260

Properties
Relative energy (zero: lowest compared OMol25 entry of this formula, charge and spin) (kJ/mol): 237.7
Kohn-Sham gap (eV): 7.55
LUMO level (eV): -0.9697
SMILES string: C=CSC(=S)[C@@H](C)N
Strongest force on any atom (eV Å⁻¹): 3.507
HOMO energy (Eh): -0.313
M (g mol⁻¹): 147.27